No. 1
This record from OMol25 describes a structure of composition C39H58F3I3N2O7Si in a non-equilibrium geometry. The level of theory is wB97M-V/def2-TZVPD.

Structure (XYZ):
```
113
Properties=species:S:1:pos:R:3:forces:R:3:lowdin_charge:R:1
C 0.327859 0.139854 1.945431 0.1 -0.3 -0.8 -0.106
C -0.409583 1.312774 1.000258 -1.0 -0.7 1.4 -0.210
C -0.558219 0.883117 -0.567816 3.2 -1.3 1.4 -0.215
C 1.022900 0.799794 -1.109482 0.3 -0.7 -0.5 -0.079
C -1.617269 1.643122 -1.534766 -2.7 0.3 -2.4 -0.244
N -1.321366 2.373401 -2.767968 4.0 -1.8 0.0 0.008
C -0.519222 2.027208 -3.726918 1.6 0.5 -1.1 -0.251
C -0.694243 0.968917 -4.999540 0.5 0.3 -0.7 -0.061
C 0.919715 2.879804 -3.877089 -1.3 1.3 -0.7 -0.090
C -2.705876 2.753701 -0.895637 -1.7 0.2 0.9 -0.177
C -3.311640 3.943728 -1.903806 -6.9 1.2 -2.8 -0.197
O -4.633220 4.029440 -2.231290 8.3 -0.9 2.9 -0.032
N -2.526209 5.136092 -2.429948 -2.2 0.6 0.1 0.089
C -3.498700 6.239598 -2.851185 -3.5 0.9 -7.0 -0.178
O -3.933160 6.357846 -4.136939 3.6 -0.6 9.4 0.006
F -4.033463 7.285999 -1.912475 2.3 -3.9 -2.3 -0.016
C -2.438893 3.699841 0.376782 4.4 2.7 1.5 -0.555
I -3.892468 3.890449 2.075435 1.0 -0.5 -1.7 0.881
C -1.229566 4.583193 0.627445 -3.8 -1.8 0.3 -0.674
C -1.088461 5.565371 1.974132 -0.3 -0.3 -0.7 -0.223
I 0.450997 4.628110 -0.738434 -1.2 0.1 1.1 1.026
C -3.928674 1.721250 -0.599754 -6.8 -1.8 1.3 -0.352
O -5.215769 1.799848 -0.297712 8.7 0.4 -1.5 -0.007
O -3.482947 0.334394 -0.783285 0.9 1.8 -1.1 -0.140
C -2.636056 0.403085 -2.021939 -1.3 0.6 1.3 -0.471
I -4.244924 0.871549 -3.500663 0.1 1.1 0.3 1.196
C -2.193690 -1.015595 -2.602904 -0.6 -3.9 -0.7 -0.304
F -0.762611 -1.341939 -2.728670 -3.1 1.5 0.4 -0.030
F -2.720836 -1.185891 -4.017961 2.5 0.0 3.1 -0.236
C -2.904967 -2.352754 -1.890195 0.6 0.1 -1.1 -0.133
C -2.504510 -2.653865 -0.354570 -1.5 0.0 0.8 -0.264
Si -1.224919 -4.128252 -0.124097 -0.8 -0.1 1.0 0.548
C -1.697833 -5.633330 -1.282012 0.3 -1.0 -0.3 -0.212
C 0.612266 -3.589398 -0.284161 0.8 -0.4 -0.1 -0.221
C -1.535303 -4.730116 1.720947 -0.9 -1.9 5.5 -0.198
C -2.244960 -3.741040 2.868692 1.1 -3.4 1.4 -0.064
C -2.486101 -4.194510 4.440388 1.8 -2.8 -2.1 -0.072
C -2.016993 -5.705186 4.960406 0.6 1.2 -4.6 -0.069
C -1.351904 -6.735141 3.834962 -1.3 3.9 -0.5 -0.083
C -1.122184 -6.251557 2.253718 -1.5 2.3 2.9 -0.061
H -0.411435 -0.269024 2.754905 1.4 0.9 -1.5 0.075
H 0.630878 -0.795051 1.267246 -0.5 2.1 1.6 0.051
H 1.289166 0.592519 2.467311 -2.0 -1.1 -1.1 0.088
H -1.515938 1.333794 1.449445 2.4 0.6 -0.9 0.114
H 0.202926 2.282378 1.212515 -1.6 -1.6 -0.7 0.076
H -0.797247 -0.282631 -0.422613 -0.2 2.7 -0.9 0.126
H 1.599172 1.815115 -0.995537 -1.3 -1.9 -0.4 0.037
H 1.083972 0.355766 -2.216982 -0.2 1.3 2.3 0.091
H 1.663634 0.014883 -0.474256 -1.8 1.7 -1.2 0.081
H -1.805974 0.806081 -5.325798 2.1 0.1 1.1 0.041
H -0.164093 1.444755 -5.959451 -1.0 -0.8 2.3 0.090
H -0.097914 -0.050898 -4.824509 -1.5 2.2 -0.1 0.104
H 1.595256 2.810656 -2.930379 -1.4 -0.2 -1.9 0.032
H 1.472619 2.663735 -4.883780 -0.9 0.2 2.1 0.078
H 0.564347 4.018335 -3.940726 0.8 -2.3 0.2 0.074
H -2.022283 4.888001 -3.316885 -0.6 0.1 1.2 0.125
H -0.106603 6.210958 1.961157 -1.9 -1.5 -0.2 0.074
H -1.090829 4.849622 2.905268 -0.1 1.5 -1.8 0.064
H -2.015777 6.312297 2.014941 2.0 -1.8 -0.1 0.074
H -2.508254 -3.269684 -2.544785 -0.8 2.2 1.2 0.118
H -4.060097 -2.284875 -2.117689 2.4 0.1 0.7 0.138
H -2.233478 -1.718034 0.313181 -0.5 -1.7 -1.6 0.079
H -3.493441 -3.089470 0.160747 2.1 1.0 -1.1 0.109
H -2.700162 -5.466316 -1.868774 2.1 -0.3 0.9 0.047
H -1.835992 -6.636742 -0.672804 0.3 2.1 -1.1 0.043
H -0.773557 -5.809706 -1.992751 -2.1 0.3 1.0 0.051
H 0.754635 -3.144194 -1.360514 0.1 -0.7 2.1 0.046
H 1.271493 -4.561134 -0.139779 -1.2 2.0 -0.4 0.061
H 0.911778 -2.844210 0.570370 -0.6 -1.3 -1.8 0.031
H -2.586271 -2.668881 2.547522 0.7 -2.3 0.7 0.067
H -2.970539 -3.481817 5.262476 1.2 -1.6 -2.2 0.084
H -2.151934 -6.049991 6.091159 0.3 0.9 -2.8 0.085
H -1.050658 -7.800322 4.237157 -0.6 2.3 -1.2 0.080
H -0.640988 -7.036299 1.523416 -1.1 1.8 1.6 0.079
C 5.194899 -2.532107 -1.076619 0.5 -0.4 -0.2 -0.179
C 4.629223 -1.920982 0.179275 -0.4 -0.1 0.5 -0.177
C 4.807560 -0.440984 -0.080428 0.2 0.4 0.0 -0.209
O 4.713165 -0.253110 -1.499202 0.0 -0.3 0.2 -0.146
C 4.765169 -1.538435 -2.133604 -0.2 0.2 -0.3 -0.206
H 4.835381 -3.545376 -1.272865 0.0 0.1 0.0 0.116
H 6.289245 -2.561933 -1.014517 -0.1 0.0 0.0 0.118
H 3.562299 -2.160219 0.259990 0.1 0.0 0.0 0.100
H 5.125045 -2.256492 1.093665 -0.1 0.1 -0.1 0.119
H 5.798133 -0.098265 0.236861 0.0 0.0 0.1 0.118
H 4.050236 0.167144 0.422664 0.1 0.0 -0.1 0.106
H 3.761300 -1.766927 -2.507866 0.0 -0.1 -0.1 0.112
H 5.454276 -1.503398 -2.981893 -0.1 0.1 0.1 0.118
C 3.393836 -7.628900 6.515284 0.3 0.2 0.6 -0.185
C 2.031331 -7.937886 5.950622 -0.4 -0.5 -0.1 -0.186
C 1.908997 -6.916170 4.841220 -0.1 0.4 -0.3 -0.218
O 3.236125 -6.664632 4.358949 0.0 -0.2 0.3 -0.137
C 4.172314 -7.249972 5.274459 0.2 0.0 -0.4 -0.209
H 3.842368 -8.462232 7.061963 0.0 0.1 -0.1 0.115
H 3.328597 -6.769137 7.192699 0.0 -0.1 0.0 0.118
H 2.025587 -8.949875 5.528811 0.0 0.1 0.1 0.117
H 1.224835 -7.868921 6.685007 0.1 0.0 -0.1 0.114
H 1.504412 -5.969735 5.215300 -0.1 -0.1 0.0 0.119
H 1.278086 -7.264396 4.018328 0.2 0.2 0.0 0.088
H 4.603512 -8.133694 4.791614 0.1 0.0 0.1 0.116
H 4.976620 -6.539439 5.484046 -0.1 0.0 -0.1 0.117
C 0.377871 10.139825 -2.536201 0.2 0.3 -0.6 -0.181
C -0.822870 9.479452 -1.909416 -0.5 0.2 0.3 -0.176
C -0.304508 8.087337 -1.621394 0.1 -0.3 0.0 -0.261
O 1.102302 8.210697 -1.370810 -0.2 0.2 -0.1 -0.175
C 1.519731 9.528244 -1.754286 0.3 0.0 0.3 -0.205
H 0.358821 11.231116 -2.479631 0.0 -0.1 0.0 0.116
H 0.451086 9.851818 -3.591677 0.0 0.1 0.1 0.118
H -1.076270 9.985459 -0.970361 0.0 -0.1 -0.1 0.121
H -1.709372 9.480857 -2.548656 0.1 0.0 0.1 0.117
H -0.433303 7.428324 -2.486540 -0.1 -0.1 0.0 0.096
H -0.793522 7.628382 -0.757283 0.1 0.0 -0.1 0.092
H 1.721232 10.094460 -0.838410 0.1 0.1 -0.1 0.118
H 2.442839 9.467573 -2.337281 0.0 -0.1 0.1 0.118
```
Forces are in eV/Å.

Output
Total charge ... 0
Orbital gap ... 7.5 eV
LUMO ... -0.968 eV

***

No. 2
This record from OMol25 describes a structure of composition C39H59BiBr2N6O3S2Si in a non-equilibrium geometry. The level of theory is wB97M-V/def2-TZVPD.

Structure (XYZ):
```
113
Properties=species:S:1:pos:R:3:forces:R:3:lowdin_charge:R:1
Bi 0.344001 -1.429993 -0.569800 0.1 0.4 -0.4 1.514
N 2.535502 -4.134486 2.404949 0.1 0.1 0.2 0.119
C 1.711396 -3.588992 1.511142 -0.3 0.1 -0.5 -0.795
S 1.434852 -1.836485 1.679655 0.1 -0.3 0.4 0.559
N 1.200004 -4.384150 0.605474 0.2 -0.1 0.2 0.004
N 0.360905 -3.813821 -0.285350 0.0 0.4 -0.1 -0.173
C -0.243833 -4.572464 -1.117822 -0.3 0.0 -0.2 -0.031
C -1.235324 -4.013500 -2.068818 0.3 0.0 0.3 -0.258
C -1.915205 -4.824458 -2.959228 0.1 -0.3 0.0 0.011
C -2.882380 -4.260259 -3.774093 -0.1 0.1 -0.1 -0.015
C -3.145358 -2.903626 -3.674739 0.0 0.0 0.0 -0.019
C -2.404145 -2.155778 -2.772341 0.1 -0.1 0.1 -0.144
N -1.471255 -2.697750 -1.991798 -0.1 0.0 0.0 -0.041
H 2.916125 -3.589196 3.157550 0.0 0.0 0.0 0.100
H 2.687642 -5.131424 2.391995 0.0 0.0 0.0 0.127
H -0.057522 -5.642853 -1.088822 -0.1 0.0 0.0 0.144
H -1.692216 -5.882787 -3.010706 0.0 0.0 0.0 0.130
H -3.434327 -4.872869 -4.474629 0.0 0.0 0.0 0.127
H -3.909534 -2.431072 -4.275939 0.0 0.0 0.0 0.121
H -2.563804 -1.088492 -2.657737 0.0 0.0 0.0 0.111
C 0.659778 -0.898230 -4.407209 0.1 -0.1 0.0 -0.037
O 1.456710 -1.293257 -3.284892 -0.1 0.1 0.1 -0.182
C 2.810684 -1.091093 -3.372348 0.0 0.0 -0.2 -0.226
C 3.481687 -0.682753 -4.512261 0.0 0.0 0.0 -0.054
C 4.859497 -0.491313 -4.448023 0.0 0.1 -0.1 -0.668
Br 5.765852 0.054746 -6.007548 0.0 0.0 0.0 0.813
C 5.566133 -0.679701 -3.280906 0.1 0.0 0.1 -0.056
C 4.890094 -1.090084 -2.132021 0.1 -0.1 0.1 -0.082
C 3.527044 -1.324054 -2.205870 0.0 0.0 0.2 -0.180
O 2.815185 -1.803968 -1.115341 -0.1 0.0 -0.2 -0.131
C 5.640354 -1.288836 -0.874867 0.0 0.1 -0.1 -0.272
N 6.858423 -1.721177 -0.817466 0.1 -0.1 0.1 0.203
C 7.180024 -1.750746 0.540065 0.0 0.0 -0.2 -0.210
C 8.369123 -2.126375 1.161217 0.1 0.0 0.0 0.001
C 8.430691 -2.028319 2.536055 0.0 0.0 0.0 -0.071
C 7.334398 -1.571856 3.288871 0.0 0.0 0.0 -0.078
C 6.143807 -1.207880 2.688727 0.0 0.0 0.0 -0.025
C 6.094741 -1.313200 1.300893 0.1 0.0 0.1 -0.193
N 5.092995 -1.046071 0.379073 -0.2 -0.1 0.0 0.144
H 0.964840 0.079452 -4.780039 0.0 0.0 0.0 0.100
H -0.364766 -0.840634 -4.051951 0.0 0.0 0.0 0.073
H 0.729455 -1.637018 -5.205791 0.0 0.0 0.0 0.113
H 2.969814 -0.533525 -5.450947 0.0 0.0 0.0 0.109
H 6.635148 -0.522350 -3.234832 0.0 0.0 0.0 0.124
H 3.441337 -2.076459 -0.422892 -0.1 0.0 0.1 0.083
H 9.206787 -2.476791 0.573190 0.0 0.0 0.0 0.121
H 9.342876 -2.299974 3.049642 0.0 0.0 0.0 0.109
H 7.428545 -1.499713 4.364612 0.0 0.0 0.0 0.108
H 5.303125 -0.853760 3.272454 0.0 0.0 0.0 0.106
H 4.273682 -0.496175 0.582345 0.0 0.1 -0.1 0.130
C -6.692738 -0.203074 1.950201 0.0 0.1 0.1 -0.071
C -5.298731 -0.824117 1.693904 -0.3 -0.1 -0.1 -0.627
C -5.034481 -1.887497 2.771880 0.0 0.0 -0.1 -0.088
C -5.341727 -1.535283 0.321287 0.0 0.0 0.2 -0.105
Si -4.054466 0.591512 1.830031 0.9 -0.5 -0.5 0.772
Br -2.031695 -0.671503 0.759327 -0.4 0.1 0.2 0.370
C -3.281624 0.955876 3.514554 0.0 0.0 0.3 -0.624
C -4.448118 1.334623 4.458156 0.0 0.1 -0.1 -0.072
C -2.312718 2.146008 3.434475 0.0 -0.1 0.0 -0.089
C -2.517541 -0.228553 4.153012 -0.1 0.2 -0.1 -0.098
C -4.171378 2.009925 0.580677 0.0 0.3 0.0 -0.617
C -5.055567 3.102140 1.229078 -0.1 -0.1 0.0 -0.069
C -2.817257 2.653985 0.200935 -0.3 -0.1 0.0 -0.117
C -4.851584 1.551233 -0.717327 0.1 0.1 0.0 -0.088
H -7.449577 -0.990049 1.888813 0.0 0.0 0.0 0.102
H -6.954185 0.555513 1.210031 0.0 0.0 0.0 0.069
H -6.773374 0.244686 2.944446 0.0 0.0 0.0 0.081
H -5.818363 -2.647365 2.707589 0.0 0.0 0.0 0.098
H -5.070516 -1.470684 3.775626 0.0 -0.1 0.0 0.063
H -4.073205 -2.383740 2.625250 0.0 0.0 0.0 0.081
H -5.959449 -2.431590 0.430244 0.0 0.0 0.0 0.095
H -4.357162 -1.849956 -0.021620 0.0 0.0 0.0 0.018
H -5.800633 -0.917640 -0.444114 0.0 0.0 -0.1 0.065
H -4.999308 2.214280 4.113620 0.0 0.0 0.0 0.082
H -4.042048 1.574211 5.444822 0.0 0.0 0.0 0.102
H -5.156867 0.515970 4.590277 0.0 0.0 0.0 0.069
H -2.790579 3.046005 3.054459 0.0 0.1 0.0 0.062
H -1.440642 1.913292 2.818059 0.0 0.0 0.0 0.080
H -1.956798 2.370119 4.443986 0.0 0.0 0.0 0.098
H -3.182115 -1.027772 4.463546 0.0 -0.1 0.0 0.066
H -2.015859 0.145352 5.050368 0.0 0.0 0.0 0.095
H -1.754907 -0.644263 3.496033 0.0 0.0 0.0 0.028
H -4.641535 3.472339 2.167341 0.0 0.0 0.0 0.067
H -6.073725 2.751649 1.419948 0.0 0.0 0.0 0.085
H -5.130586 3.954204 0.547333 0.0 0.0 0.0 0.101
H -2.409328 3.251340 1.011308 0.1 0.0 0.0 0.065
H -2.990907 3.324451 -0.647454 0.0 0.0 0.1 0.089
H -2.079325 1.909225 -0.097039 0.0 0.0 0.0 0.014
H -5.844251 1.145018 -0.538810 0.0 0.0 -0.1 0.064
H -4.251881 0.805070 -1.244608 0.0 0.0 0.0 0.072
H -4.969553 2.417046 -1.375567 0.0 0.0 0.0 0.098
C 0.159416 6.049947 -0.675345 0.0 -0.1 0.0 -0.085
C 0.034870 4.699724 -1.382279 0.1 0.1 0.1 -0.285
C 0.607928 3.579112 -0.514798 -0.1 0.1 0.1 -0.346
S 0.861642 2.079327 -1.461014 0.0 -0.3 0.2 0.966
O 0.981225 0.965247 -0.400932 0.2 0.2 -0.3 -0.752
C 2.540790 2.391103 -2.097995 -0.1 -0.1 0.0 -0.297
C 3.668600 2.075392 -1.114417 0.0 0.1 0.1 -0.271
C 4.227600 3.271697 -0.344007 0.0 -0.1 -0.1 -0.075
H -0.390434 6.817249 -1.217768 0.0 0.0 0.0 0.083
H 1.202618 6.362709 -0.610747 0.0 0.0 0.0 0.083
H -0.241256 5.995972 0.338957 0.0 0.0 0.0 0.082
H 0.557197 4.743625 -2.342796 0.0 0.0 0.0 0.104
H -1.012646 4.488329 -1.603570 0.0 -0.1 0.0 0.097
H -0.086995 3.282035 0.271934 0.0 0.0 0.0 0.080
H 1.556658 3.853892 -0.059227 0.0 0.0 0.0 0.081
H 2.540747 3.437130 -2.417461 0.0 0.0 0.0 0.102
H 2.601370 1.772845 -2.994552 0.1 0.0 0.0 0.075
H 4.475427 1.624419 -1.689805 0.0 0.0 0.0 0.105
H 3.309381 1.312847 -0.420600 0.0 -0.1 0.0 0.078
H 4.547807 4.057189 -1.030606 0.0 0.0 0.0 0.088
H 5.099705 2.966150 0.235058 0.0 0.0 0.0 0.083
H 3.511071 3.697643 0.357010 0.0 0.0 0.0 0.062
```
Forces are in eV/Å.

Output
Total charge ... +2
Energy above the lowest of the compared OMol25 structures with the same formula, charge and spin ... 158.3 kJ/mol
Orbital gap ... 6.4 eV
LUMO ... -6.006 eV